Entry 1:
DFT (ωB97M-V with the def2-TZVPD basis set) results for the molecule C18H18N2O5S in a non-equilibrium geometry.

ORCA input file:
```
! wB97M-V def2-TZVPD RIJCOSX def2/J DEFGRID3
* xyz 0 1
C 4.731 0.927 1.380
C 4.382 1.032 -0.085
S 3.102 -0.196 -0.457
O 3.528 -1.475 0.024
O 2.707 -0.078 -1.829
N 1.846 0.262 0.566
C 0.770 1.052 0.174
C 0.922 2.023 -0.812
C -0.151 2.820 -1.170
C -1.382 2.659 -0.563
C -1.551 1.669 0.404
C -2.914 1.479 0.969
O -3.647 2.410 1.197
C -3.350 0.047 1.210
C -3.154 -0.906 -0.003
O -4.268 -1.762 -0.128
C -2.969 -0.116 -1.324
O -3.787 0.614 -1.827
N -1.758 -0.452 -1.839
C -1.087 -1.377 -1.047
C 0.160 -1.937 -1.237
C 0.607 -2.845 -0.284
C -0.176 -3.182 0.809
C -1.432 -2.613 0.991
C -1.877 -1.703 0.059
C -0.470 0.884 0.784
H 4.987 -0.103 1.613
H 3.881 1.222 1.991
H 5.576 1.566 1.625
H 3.979 2.003 -0.357
H 5.221 0.785 -0.730
H 1.622 -0.475 1.216
H 1.870 2.131 -1.312
H -0.022 3.573 -1.932
H -2.230 3.264 -0.841
H -2.807 -0.353 2.069
H -4.412 0.065 1.464
H -4.992 -1.252 -0.516
H -1.392 -0.079 -2.701
H 0.777 -1.668 -2.079
H 1.587 -3.281 -0.398
H 0.193 -3.898 1.528
H -2.048 -2.882 1.836
H -0.572 0.145 1.564
*
```

The HOMO energy comes out at -0.315 Ha. As for the SMILES: CCS(=O)(=O)Nc1cccc(C(=O)C[C@@]2(O)C(=O)Nc3ccccc32)c1.

Atomic partial charges in e from the natural (NBO) method, atoms 1 to 2:
1. C -0.630
2. C -0.637


Entry 2:
DFT (ωB97M-V with the def2-TZVPD basis set) results for the ion C3H5N2OS with charge +1 in a non-equilibrium geometry.

ORCA input file:
```
! wB97M-V def2-TZVPD RIJCOSX def2/J DEFGRID3
* xyz 1 1
C 1.032 -0.997 -0.764
C -0.888 -0.358 0.486
C -0.362 1.065 0.423
N 0.249 -1.288 0.214
N 0.347 1.099 -0.818
O 1.091 1.947 -1.211
S 2.250 -1.200 -1.720
H -1.264 -0.585 1.488
H -1.610 -0.431 -0.224
H -1.268 1.552 0.115
H 0.242 1.335 1.318
H 0.181 -2.139 0.691
*
```

The HOMO energy (alpha / beta) comes out at -0.517 / -0.516 Ha.

Atomic partial charges in e from the natural (NBO) method, atoms 1 to 2:
1. C 0.161
2. C -0.203


Entry 3:
DFT (ωB97M-V with the def2-TZVPD basis set) results for a cluster of 2 separate species, C21H27BNO5 in total in a non-equilibrium geometry.

ORCA input file:
```
! wB97M-V def2-TZVPD RIJCOSX def2/J DEFGRID3
* xyz 1 1
C 2.800 1.906 0.576
C 2.984 1.465 -0.818
C 2.440 1.960 -2.002
C 2.950 1.473 -3.266
C 4.107 0.527 -3.326
C 2.409 1.912 -4.458
C 1.361 2.837 -4.498
C 0.740 3.210 -5.804
C 0.890 3.359 -3.293
C 1.407 2.970 -2.068
C 0.886 3.644 -0.850
H 3.518 1.357 1.205
H 3.041 2.971 0.707
H 1.810 1.717 1.018
H 3.737 0.683 -0.925
H 4.265 0.193 -4.358
H 5.042 0.995 -2.989
H 3.927 -0.360 -2.712
H 2.793 1.516 -5.401
H -0.053 3.948 -5.654
H 1.475 3.630 -6.501
H 0.297 2.330 -6.290
H 0.078 4.090 -3.330
H 0.137 4.395 -1.129
H 0.409 2.931 -0.170
H 1.683 4.166 -0.309
C -5.415 -4.290 2.516
C -4.665 -3.060 2.741
C -4.809 -2.092 3.703
C -3.759 -1.156 3.487
C -2.996 -1.618 2.449
B -1.688 -1.040 1.795
N -0.327 -1.896 2.132
C -0.368 -2.775 3.329
C -0.075 -2.655 0.863
C -0.807 -1.871 -0.224
O -0.574 -1.938 -1.407
O -1.742 -1.050 0.325
C 0.686 -0.787 2.320
C -0.087 0.505 2.518
O 0.419 1.568 2.828
O -1.405 0.329 2.286
O -3.567 -2.777 1.964
H -6.196 -4.350 3.286
H -5.896 -4.319 1.528
H -4.759 -5.168 2.606
H -5.570 -2.076 4.477
H -3.600 -0.240 4.053
H 0.634 -3.180 3.536
H -0.707 -2.210 4.204
H -1.060 -3.609 3.157
H 0.999 -2.720 0.632
H -0.475 -3.677 0.940
H 1.355 -0.977 3.176
H 1.322 -0.698 1.426
*
```

The HOMO energy comes out at -0.371 Ha.

Atomic partial charges in e from the natural (NBO) method, atoms 1 to 2:
1. C -0.736
2. C 0.152


Entry 4:
DFT (ωB97M-V with the def2-TZVPD basis set) results for a cluster of 2 separate species, CH2Cl2O2P in total in a non-equilibrium geometry.

ORCA input file:
```
! wB97M-V def2-TZVPD RIJCOSX def2/J DEFGRID3
* xyz -1 1
C -0.401 0.690 0.447
O 0.372 -2.311 1.288
O 1.624 -0.363 -1.161
P 0.382 -0.749 -0.575
Cl 0.956 1.496 1.173
Cl -0.898 -0.724 -2.180
H -1.167 0.536 1.234
H -0.868 1.425 -0.226
*
```

The HOMO energy (alpha / beta) comes out at -0.168 / -0.169 Ha.

Atomic partial charges in e from the natural (NBO) method, atoms 1 to 2:
1. C -0.747
2. O -0.844


Entry 5:
DFT (ωB97M-V with the def2-TZVPD basis set) results for a structure of composition C19H14BrCl2N3O4Sn in a non-equilibrium geometry.

ORCA input file:
```
! wB97M-V def2-TZVPD RIJCOSX def2/J DEFGRID3
* xyz 0 1
Sn -0.199 0.109 1.164
N 1.179 2.802 -1.373
C -0.108 3.099 -0.987
C -0.649 4.299 -1.489
C -1.934 4.654 -1.148
C -2.662 3.801 -0.323
C -2.054 2.643 0.118
N -0.807 2.298 -0.191
C 2.110 1.853 -1.023
C 3.409 2.042 -1.536
C 4.400 1.145 -1.213
C 4.080 0.066 -0.394
C 2.780 -0.057 0.043
N 1.813 0.808 -0.259
H 1.561 3.498 -2.000
H -0.059 4.935 -2.136
H -2.364 5.576 -1.513
H -3.672 4.039 -0.036
H -2.582 1.946 0.764
H 3.622 2.887 -2.174
H 5.405 1.280 -1.586
H 4.827 -0.657 -0.112
H 2.474 -0.890 0.671
Cl -0.130 1.335 6.344
C 0.973 0.811 5.086
Cl 1.098 -0.954 5.054
C 0.499 1.143 3.668
O 1.402 1.128 2.805
O -0.703 1.296 3.448
H 1.967 1.209 5.284
Br -3.902 -1.975 -1.151
C -2.777 -3.495 -1.228
C -3.349 -4.690 -1.635
C -2.585 -5.841 -1.658
C -1.256 -5.806 -1.264
C -0.693 -4.612 -0.857
C -1.444 -3.439 -0.835
C -0.811 -2.178 -0.347
O 0.159 -2.269 0.448
O -1.260 -1.078 -0.735
H -4.390 -4.717 -1.919
H -3.031 -6.770 -1.977
H -0.669 -6.713 -1.261
H 0.336 -4.559 -0.534
*
```

The HOMO energy comes out at -0.306 Ha.

Atomic partial charges in e from the natural (NBO) method, atoms 1 to 2:
1. Sn 1.498
2. N -0.562


Entry 6:
DFT (ωB97M-V with the def2-TZVPD basis set) results for a cluster of 2 separate species, CH4FIP2 in total in a non-equilibrium geometry.

ORCA input file:
```
! wB97M-V def2-TZVPD RIJCOSX def2/J DEFGRID3
* xyz 0 1
C 2.212 0.015 -0.132
F 2.770 1.253 -0.036
P -0.693 0.585 -0.248
P 0.769 -0.104 1.057
I 3.782 -1.416 0.370
H 1.955 -0.067 -1.130
H -0.673 1.954 -0.355
H -1.708 0.815 0.716
H 0.410 -2.234 0.864
*
```

The HOMO energy (alpha / beta) comes out at -0.326 / -0.326 Ha.

Atomic partial charges in e from the natural (NBO) method, atoms 1 to 2:
1. C -0.196
2. F -0.363


Entry 7:
DFT (ωB97M-V with the def2-TZVPD basis set) results for a structure of composition C31H32Cl2GeN7O4W.

ORCA input file:
```
! wB97M-V def2-TZVPD RIJCOSX def2/J DEFGRID3
* xyz -1 1
W -0.262 0.166 -0.380
Cl 4.846 0.895 -5.395
C 4.025 0.922 -3.862
C 2.720 0.461 -3.794
C 2.031 0.471 -2.584
N 0.747 -0.045 -2.377
C -0.014 -0.363 -3.435
O 0.172 -0.210 -4.642
C -1.229 -1.133 -3.015
C -2.149 -1.605 -3.938
C -3.140 -2.456 -3.490
C -3.169 -2.815 -2.145
C -2.244 -2.254 -1.289
N -1.308 -1.399 -1.716
C 2.654 0.959 -1.422
C 3.967 1.420 -1.515
C 4.645 1.396 -2.721
Cl 6.282 1.988 -2.766
N 1.941 0.823 -0.229
C 2.330 1.662 0.772
O 2.842 2.769 0.630
C 2.228 1.216 2.214
C 2.102 2.204 3.194
C 2.130 1.838 4.522
C 2.324 0.498 4.844
C 2.476 -0.404 3.807
N 2.420 -0.064 2.516
H 2.241 0.103 -4.688
H -2.026 -1.308 -4.970
H -3.876 -2.856 -4.177
H -3.900 -3.513 -1.760
H -2.225 -2.475 -0.231
H 4.475 1.812 -0.649
H 1.990 3.230 2.876
H 2.009 2.580 5.301
H 2.361 0.162 5.872
H 2.643 -1.458 4.012
C -1.324 3.057 2.869
C -1.020 2.364 1.579
N -0.546 1.073 1.496
O -0.604 0.453 2.771
C -1.181 2.927 0.344
C -1.780 4.242 -0.034
N -0.631 2.102 -0.596
O -1.141 1.916 -1.816
H -1.666 2.359 3.628
H -2.098 3.808 2.706
H -0.444 3.575 3.265
H 0.263 0.041 2.875
H -1.310 5.072 0.499
H -2.855 4.283 0.166
H -1.633 4.394 -1.103
C -5.152 0.606 1.015
C -4.725 1.200 -0.156
C -3.434 0.965 -0.608
N -2.565 0.191 0.052
C -2.981 -0.365 1.202
C -4.252 -0.195 1.706
H -6.157 0.764 1.387
H -5.374 1.845 -0.732
H -3.037 1.415 -1.510
H -2.238 -0.949 1.726
H -4.521 -0.679 2.635
C 0.571 -4.482 1.263
Ge 1.050 -2.962 0.081
C 0.782 -3.599 -1.766
C 2.977 -2.624 0.244
C 0.096 -1.374 0.713
H 1.165 -5.364 1.014
H -0.485 -4.742 1.161
H 0.759 -4.228 2.309
H 1.485 -4.423 -1.920
H 1.017 -2.819 -2.490
H -0.224 -3.974 -1.953
H 3.549 -3.497 -0.077
H 3.240 -2.367 1.270
H 3.243 -1.771 -0.382
H 0.118 -1.455 1.799
*
```

The HOMO energy (alpha / beta) comes out at -0.123 / -0.123 Ha.

Atomic partial charges in e from the Löwdin method, atoms 1 to 2:
1. W 1.649
2. Cl 0.617


Entry 8:
DFT (ωB97M-V with the def2-TZVPD basis set) results for a cluster of 2 separate species, C3H10NO3 in total in a non-equilibrium geometry.

ORCA input file:
```
! wB97M-V def2-TZVPD RIJCOSX def2/J DEFGRID3
* xyz 2 2
C -0.195 -0.457 0.333
C 0.726 0.259 1.363
C 0.610 1.687 1.777
O -0.453 2.348 1.510
O 1.635 2.288 2.187
N 0.122 -0.165 -1.093
H -0.153 -1.446 0.700
H -1.210 -0.112 0.538
H 1.788 0.132 1.098
H 0.769 -0.350 2.275
H -0.625 3.198 1.972
H 0.993 -0.632 -1.324
H 0.152 0.851 -1.233
H -0.709 -0.458 -1.645
H -1.817 -2.597 -2.487
H -0.612 -2.490 -3.368
O -1.021 -2.057 -2.605
*
```

The HOMO energy (alpha / beta) comes out at -0.704 / -0.704 Ha. As for the expectation value of S²: 0.755.

Atomic partial charges in e from the natural (NBO) method, atoms 1 to 2:
1. C -0.225
2. C -0.562


DFT total energy values (in hartree) by entry order: -1580.64945, -699.83381, -1272.08139, -1451.48349, -4906.44911, -1120.62057, -4949.15758, -400.02811.